(1)
DFT (ωB97M-V/def2-TZVPD) results for a cluster of 3 separate species, C22H37FO7 in total.

The geometry in XYZ format:
```
67
Properties=species:S:1:pos:R:3:lowdin_charge:R:1
H -2.563 0.476 0.466 0.129
H -2.558 5.924 0.092 0.086
C 4.401 -1.685 3.797 -0.109
C 7.349 -2.611 2.622 -0.208
C -0.358 1.360 -0.738 -0.195
H 6.740 -0.711 1.863 0.125
C -4.227 -1.650 -1.004 0.065
H -5.136 -1.095 -0.786 0.133
C -1.855 -1.988 -1.197 -0.268
H 0.531 -0.271 -1.880 0.093
O -3.670 4.180 0.332 -0.200
F -0.007 -4.732 -0.967 0.102
C 6.322 -4.584 3.443 -0.111
H 3.522 -1.197 0.195 0.057
H -0.494 1.232 0.344 0.107
O 7.142 -3.468 3.732 -0.189
C 6.477 -1.377 2.690 -0.206
C -4.371 -3.092 -1.342 -0.372
H 0.934 -0.637 0.606 0.093
H -5.543 4.150 1.139 0.125
H -1.523 0.530 -2.378 0.113
O -0.789 -1.829 -0.655 0.149
C 2.717 -1.081 -0.536 -0.093
H 1.535 1.163 -1.769 0.111
H -0.122 2.421 -0.882 0.097
O 1.446 -3.632 -2.212 0.172
C -5.560 5.374 -0.612 -0.207
H 2.091 0.683 0.565 0.108
H -2.133 2.037 -1.746 0.097
C 0.852 0.524 -1.196 -0.232
H -1.131 -4.532 -3.452 0.139
C -4.878 4.858 0.635 -0.205
C 1.639 -0.109 -0.048 -0.276
H 4.303 -0.665 4.184 0.088
C -3.021 -1.084 -0.947 -0.126
H 4.897 -2.304 4.550 0.084
H -3.442 6.746 -2.707 0.090
H 3.158 -0.733 -1.478 0.076
H -0.539 -2.871 -3.604 0.144
H 5.373 -4.282 2.992 0.084
O 5.102 -1.697 2.569 -0.200
H 6.125 -5.091 4.386 0.089
C -4.082 5.928 -2.382 -0.110
H -5.746 4.543 -1.301 0.125
C 0.335 -3.952 -2.028 -0.464
H 6.830 -5.280 2.767 0.088
H -4.763 5.666 -3.199 0.089
H -3.462 5.060 -2.143 0.078
C -2.065 -3.146 -2.126 -0.129
C -2.507 4.947 0.579 -0.103
C -0.865 -3.632 -2.888 -0.022
H -2.352 5.090 1.653 0.091
H -1.662 4.389 0.175 0.079
H 8.400 -2.306 2.627 0.125
H 3.407 -2.084 3.604 0.090
H -3.737 0.866 -0.773 0.114
H 6.664 -0.845 3.629 0.126
C -3.282 -3.678 -2.181 0.076
H 7.155 -3.146 1.686 0.126
C -2.780 0.359 -0.602 -0.124
H -3.505 -4.556 -2.779 0.134
H 2.288 -2.070 -0.727 0.048
H -6.526 5.808 -0.335 0.126
O -4.800 6.384 -1.251 -0.187
C -1.699 1.078 -1.442 -0.175
O -5.295 -3.761 -0.950 0.115
H -4.686 5.689 1.322 0.127
```

Gap between HOMO and LUMO (eV): 7.97
Spin multiplicity: 1
SMILES: CCCCCCC1=CC(=O)C=C(CC(=O)F)C1=O.COCCOC.COCCOC

---

(2)
DFT (ωB97M-V/def2-TZVPD) results for a structure of composition C22H38CeO3P2S in a non-equilibrium geometry.

The geometry in XYZ format:
```
67
Properties=species:S:1:pos:R:3:lowdin_charge:R:1
C -2.544 -2.668 4.024 -0.029
P -1.089 2.252 -0.957 0.940
O -0.065 -0.687 1.812 -0.461
H 3.917 3.042 -1.762 0.061
H 1.471 2.866 -2.683 0.096
H 4.630 1.788 -0.691 0.063
H -1.192 1.247 -4.497 0.116
C 0.811 -0.929 -1.553 -0.207
C 0.130 3.640 -1.113 -0.410
H -3.580 -4.349 4.886 0.130
H -2.855 1.667 0.565 0.053
C 1.631 0.040 -3.783 -0.093
H -3.361 -1.951 4.183 0.134
C -0.431 -4.428 3.645 -0.015
H -3.061 3.296 -0.088 0.060
C 2.535 2.431 0.933 -0.385
H 3.491 2.950 0.974 0.108
H -1.152 -0.825 -0.737 0.086
Ce 0.494 1.522 2.011 1.295
H -0.863 -0.718 -5.764 0.123
C -1.428 0.110 -2.689 -0.191
H 0.666 -2.754 2.800 0.116
H 1.847 2.079 4.419 0.074
H 1.367 -1.956 -4.433 0.129
C -1.619 -4.904 4.201 -0.246
P 2.172 1.713 -0.677 0.922
C -2.329 2.597 0.322 -0.265
H 2.212 3.990 -1.544 0.095
S -1.386 -0.668 2.605 0.571
C -0.725 -0.900 -1.761 -0.178
H -0.919 -6.672 5.134 0.094
H -1.906 3.043 1.221 0.031
H -1.102 -1.849 -2.160 0.116
C -1.763 -6.345 4.534 -0.030
C 2.133 1.334 3.643 -0.170
H 3.992 1.361 -2.351 0.053
H 1.441 -0.798 -5.766 0.130
H 0.386 -5.119 3.465 0.127
H -2.353 0.510 -2.255 0.089
H -1.779 3.059 -3.313 0.048
H -0.197 4.341 -1.905 0.090
H 1.850 1.043 -4.177 0.122
H -2.682 -6.507 5.084 0.083
H -3.199 2.810 -2.252 0.065
C -2.652 -3.993 4.435 -0.004
H 0.206 4.193 -0.160 0.087
O -1.251 0.439 3.609 -0.354
H -1.802 -7.003 3.667 0.098
C -2.147 3.120 -2.285 -0.227
C -0.501 -0.854 -4.742 -0.161
H 2.639 1.523 1.615 0.016
C 3.852 1.982 -1.450 -0.199
C 1.814 -0.260 -2.499 -0.208
C 1.036 -0.947 -4.746 -0.144
H -0.861 -1.808 -4.332 0.118
C 1.480 3.171 -1.623 -0.374
C -1.088 0.287 -3.961 -0.111
H 1.109 -1.971 -1.381 0.121
H 3.209 1.480 3.431 0.055
C -0.271 -3.105 3.242 -0.039
H 1.048 -0.468 -0.554 0.018
O -2.535 -0.601 1.733 -0.240
H 2.869 -0.338 -2.192 0.111
C -1.365 -2.244 3.384 -0.280
H 1.718 3.180 1.218 0.045
H 2.039 0.316 4.086 0.073
H -2.143 4.201 -2.050 0.062
```

Gap between HOMO and LUMO (spin up / spin down) (eV): 3.78 / 3.86
Spin multiplicity: 1
Total charge: +2

---

(3)
DFT (ωB97M-V/def2-TZVPD) results for a structure of composition C22H38P2Ti in a non-equilibrium geometry.

The geometry in XYZ format:
```
63
Properties=species:S:1:pos:R:3:lowdin_charge:R:1
H 0.904 -2.849 -0.656 -0.037
H -0.635 -1.636 -6.395 0.079
C -0.707 -0.856 -5.621 -0.283
H -2.235 0.855 0.492 0.064
H -2.594 1.613 -2.644 0.117
C -1.412 -0.711 2.560 -0.093
C -0.820 2.728 -6.676 -0.238
H -1.503 -3.810 -3.364 0.060
C 0.609 0.666 2.357 -0.057
H 2.877 2.245 -3.381 0.096
C -0.641 0.237 1.853 -0.360
H -2.550 0.456 -3.964 0.081
C 1.647 0.502 -3.794 -0.320
H -2.295 -3.061 -4.788 0.074
C -0.811 -1.397 3.632 -0.094
C 1.192 -0.053 3.382 -0.093
H -1.984 3.038 -4.631 0.096
H -0.611 0.842 -1.677 0.029
C 0.338 0.221 -6.010 -0.326
H 2.577 1.177 -1.988 0.109
H -0.271 2.739 -7.620 0.022
H -2.456 -0.894 2.254 0.106
C -1.296 2.333 -4.185 -0.370
H 0.824 -3.161 -5.563 0.063
C 0.622 -2.103 0.101 -0.271
C 1.013 -2.786 -4.552 -0.185
Ti -1.034 -1.032 -0.483 0.778
C -1.821 -2.848 -3.805 -0.178
H -2.599 -2.415 -3.149 0.038
C -0.891 0.281 -2.578 -0.304
H 0.911 -0.876 -2.291 0.083
H 0.421 -2.649 1.050 -0.005
H 0.376 0.368 -7.108 0.089
H -1.791 2.243 -6.867 0.046
C 0.510 -1.113 4.005 -0.100
C -1.141 0.768 0.562 -0.228
C 0.938 2.513 -2.483 -0.212
H 1.575 3.105 -6.858 0.029
H 0.996 -1.679 4.800 0.096
H -0.621 1.600 0.092 0.045
P 0.155 1.882 -5.315 0.777
C 0.479 -0.297 -3.168 -0.349
H -1.377 -2.166 4.161 0.100
H 0.081 3.860 -3.821 0.104
H 1.114 -3.633 -3.878 0.055
C 2.114 1.600 -2.924 -0.258
C -1.912 1.158 -3.403 -0.173
H 2.196 0.218 3.713 0.104
H 2.491 -0.161 -4.037 0.084
H 1.479 -1.428 0.303 0.007
H 1.944 -2.219 -4.576 0.056
H 1.374 3.494 -2.185 0.114
P -0.361 -1.770 -4.014 0.965
H -1.023 3.776 -6.407 0.052
C 1.668 2.770 -5.818 -0.209
H 1.111 1.507 1.855 0.121
H 1.862 3.659 -5.209 0.053
H 0.508 2.105 -1.569 0.060
C -0.062 2.788 -3.571 -0.328
H 2.531 2.108 -5.773 0.039
H 1.378 -0.099 -5.754 0.070
H -1.737 -0.456 -5.625 0.083
H -1.622 -0.633 -2.312 0.024
```

Gap between HOMO and LUMO (spin up / spin down) (eV): 4.43 / 4.15
Spin multiplicity: 3

---

Number 1: energy -40460.8538 eV. Number 2: energy -71890.6941 eV. Number 3: energy -65109.8776 eV.